(1)
{
  "formula": "C56H122N6O6",
  "method": "ωB97M-V with the def2-TZVPD basis set",
  "gap_ev": 5.0,
  "de_lowest_kcal_mol": 34.7,
  "total_charge": 4,
  "e_lumo_ev": -8.0,
  "species": ["C", "C", "C", "N", "C", "C", "C", "C", "C", "C", "H", "H", "H", "H", "H", "H", "H", "H", "H", "H", "H", "H", "H", "H", "H", "H", "H", "H", "H", "H", "C", "C", "C", "N", "C", "C", "C", "C", "C", "C", "H", "H", "H", "H", "H", "H", "H", "H", "H", "H", "H", "H", "H", "H", "H", "H", "H", "H", "H", "H", "C", "C", "C", "N", "C", "C", "C", "C", "C", "C", "H", "H", "H", "H", "H", "H", "H", "H", "H", "H", "H", "H", "H", "H", "H", "H", "H", "H", "H", "H", "C", "C", "C", "N", "C", "C", "C", "C", "C", "C", "H", "H", "H", "H", "H", "H", "H", "H", "H", "H", "H", "H", "H", "H", "H", "H", "H", "H", "H", "H", "C", "C", "C", "N", "C", "C", "C", "C", "C", "C", "H", "H", "H", "H", "H", "H", "H", "H", "H", "H", "H", "H", "H", "H", "H", "H", "H", "H", "H", "H", "C", "C", "C", "N", "C", "C", "C", "C", "C", "C", "H", "H", "H", "H", "H", "H", "H", "H", "H", "H", "H", "H", "H", "H", "H", "H", "H", "H", "H", "H", "O", "C", "O", "O", "H", "O", "C", "O", "O", "H"],
  "positions_angstrom": [[-2.88, -0.44, -7.85], [-3.85, -0.24, -6.74], [-4.14, 1.28, -6.42], [-5.11, 1.59, -5.26], [-5.11, 3.11, -4.86], [-3.80, 3.56, -4.24], [-3.35, 2.73, -3.06], [-3.39, 1.22, -3.39], [-4.74, 0.72, -3.99], [-6.55, 1.18, -5.68], [-1.93, 0.05, -7.63], [-3.20, -0.08, -8.82], [-2.68, -1.51, -7.96], [-3.35, -0.62, -5.85], [-4.73, -0.89, -6.82], [-4.47, 1.90, -7.25], [-3.20, 1.72, -6.09], [-5.40, 3.71, -5.72], [-5.91, 3.20, -4.12], [-3.00, 3.43, -4.97], [-3.76, 4.63, -4.06], [-2.41, 3.11, -2.66], [-4.07, 2.78, -2.24], [-2.57, 0.82, -3.99], [-3.28, 0.69, -2.45], [-4.75, -0.33, -4.28], [-5.54, 0.78, -3.25], [-7.26, 1.22, -4.85], [-6.48, 0.16, -6.06], [-6.93, 1.73, -6.55], [4.40, 4.27, -3.20], [4.12, 4.25, -1.67], [4.01, 2.87, -1.08], [3.67, 2.67, 0.43], [3.70, 1.09, 0.88], [3.69, 0.93, 2.38], [4.68, 1.77, 3.15], [4.54, 3.21, 2.78], [4.78, 3.42, 1.25], [2.30, 3.27, 0.79], [3.58, 3.98, -3.86], [5.22, 3.62, -3.51], [4.57, 5.32, -3.44], [3.14, 4.69, -1.43], [4.93, 4.76, -1.16], [4.98, 2.39, -1.25], [3.23, 2.29, -1.57], [4.59, 0.69, 0.40], [2.81, 0.63, 0.46], [3.93, -0.13, 2.53], [2.69, 1.07, 2.80], [5.68, 1.38, 2.96], [4.54, 1.56, 4.21], [5.30, 3.78, 3.32], [3.67, 3.66, 3.26], [5.79, 3.26, 0.89], [4.53, 4.46, 1.09], [1.97, 2.99, 1.79], [1.56, 2.97, 0.04], [2.45, 4.35, 0.82], [4.49, 1.74, -6.35], [3.28, 1.30, -5.50], [3.06, -0.26, -5.60], [1.80, -0.78, -4.86], [1.91, -2.38, -4.83], [0.94, -3.10, -3.90], [0.59, -2.39, -2.56], [0.49, -0.86, -2.59], [1.63, -0.18, -3.43], [0.50, -0.45, -5.66], [5.37, 1.39, -5.81], [4.48, 2.83, -6.41], [4.56, 1.37, -7.37], [2.43, 1.87, -5.89], [3.30, 1.70, -4.49], [3.87, -0.59, -4.96], [3.09, -0.66, -6.61], [2.89, -2.59, -4.40], [1.91, -2.79, -5.84], [1.14, -4.14, -3.63], [0.05, -3.33, -4.49], [1.48, -2.58, -1.95], [-0.13, -2.90, -1.92], [0.64, -0.54, -1.56], [-0.49, -0.57, -2.97], [2.55, -0.15, -2.85], [1.38, 0.86, -3.64], [-0.32, -1.13, -5.45], [0.78, -0.63, -6.70], [0.23, 0.60, -5.51], [0.75, -0.50, 8.70], [0.89, 0.07, 7.23], [-0.46, 0.57, 6.77], [-0.63, 0.92, 5.24], [0.57, 1.79, 4.69], [0.56, 3.25, 5.25], [-0.78, 3.98, 4.96], [-2.07, 3.13, 5.53], [-1.99, 1.66, 4.97], [-0.71, -0.40, 4.35], [1.73, -0.90, 8.95], [0.10, -1.38, 8.67], [0.44, 0.13, 9.53], [1.24, -0.70, 6.55], [1.65, 0.85, 7.28], [-0.64, 1.48, 7.34], [-1.22, -0.19, 6.96], [1.48, 1.22, 4.89], [0.51, 1.71, 3.60], [0.79, 3.12, 6.30], [1.40, 3.72, 4.74], [-0.65, 4.90, 5.54], [-0.91, 4.24, 3.91], [-2.08, 3.01, 6.61], [-3.06, 3.53, 5.35], [-2.72, 0.96, 5.35], [-2.11, 1.66, 3.88], [-0.77, -0.03, 3.33], [-1.62, -0.96, 4.54], [0.13, -1.08, 4.49], [-6.96, -3.46, 4.10], [-5.78, -2.51, 3.79], [-6.03, -1.84, 2.34], [-4.95, -0.86, 1.82], [-5.26, -0.44, 0.32], [-5.07, -1.70, -0.62], [-3.61, -2.19, -0.40], [-3.34, -2.68, 1.10], [-3.52, -1.42, 1.98], [-5.05, 0.41, 2.65], [-6.91, -4.32, 3.43], [-7.87, -2.96, 3.78], [-7.02, -3.88, 5.10], [-4.80, -3.00, 3.73], [-5.80, -1.76, 4.58], [-6.95, -1.25, 2.34], [-6.35, -2.59, 1.61], [-6.29, -0.07, 0.26], [-4.59, 0.35, -0.01], [-5.79, -2.50, -0.44], [-5.15, -1.39, -1.67], [-3.28, -2.99, -1.07], [-2.92, -1.39, -0.66], [-3.95, -3.46, 1.56], [-2.30, -3.00, 1.09], [-3.34, -1.70, 3.02], [-2.84, -0.62, 1.67], [-4.38, 1.12, 2.17], [-4.81, 0.14, 3.68], [-6.05, 0.80, 2.48], [1.24, -2.18, 1.16], [2.27, -3.33, 1.00], [3.80, -2.92, 0.96], [4.80, -4.08, 1.02], [6.21, -3.63, 0.71], [7.33, -4.58, 1.05], [7.17, -5.06, 2.46], [5.82, -5.76, 2.71], [4.68, -4.78, 2.48], [4.44, -5.21, 0.04], [1.54, -1.51, 1.96], [0.22, -2.40, 1.45], [1.21, -1.52, 0.29], [1.98, -3.82, 0.07], [2.01, -4.08, 1.75], [4.15, -2.18, 1.67], [3.98, -2.48, -0.02], [6.43, -2.77, 1.34], [6.19, -3.27, -0.32], [8.27, -4.03, 0.94], [7.40, -5.34, 0.27], [7.45, -4.40, 3.28], [7.91, -5.86, 2.50], [5.74, -6.09, 3.75], [5.79, -6.63, 2.06], [4.68, -3.91, 3.14], [3.72, -5.28, 2.54], [3.44, -5.63, 0.11], [5.17, -6.02, 0.07], [4.52, -4.72, -0.94], [-2.28, 1.43, 0.03], [-1.24, 1.56, 0.66], [-1.15, 2.63, 1.31], [-0.30, 0.75, 0.68], [-2.65, 2.28, 0.32], [-3.35, 3.77, 2.60], [-4.36, 3.85, 1.73], [-5.49, 4.19, 2.13], [-4.11, 3.55, 0.51], [-2.57, 3.52, 2.11]]
}

(2)
{
  "formula": "C56H126F6K2NO31S2",
  "method": "ωB97M-V with the def2-TZVPD basis set",
  "gap_ev": 5.5,
  "de_lowest_kcal_mol": 0.0,
  "total_charge": 1,
  "e_lumo_ev": -4.3,
  "species": ["K", "K", "C", "F", "F", "F", "S", "O", "O", "N", "S", "O", "O", "C", "F", "F", "F", "C", "O", "C", "C", "O", "C", "C", "O", "C", "H", "H", "H", "H", "H", "H", "H", "H", "H", "H", "H", "H", "H", "H", "C", "O", "C", "C", "O", "C", "C", "O", "C", "H", "H", "H", "H", "H", "H", "H", "H", "H", "H", "H", "H", "H", "H", "C", "O", "C", "C", "O", "C", "C", "O", "C", "H", "H", "H", "H", "H", "H", "H", "H", "H", "H", "H", "H", "H", "H", "C", "O", "C", "C", "O", "C", "C", "O", "C", "H", "H", "H", "H", "H", "H", "H", "H", "H", "H", "H", "H", "H", "H", "C", "O", "C", "C", "O", "C", "C", "O", "C", "H", "H", "H", "H", "H", "H", "H", "H", "H", "H", "H", "H", "H", "H", "C", "O", "C", "C", "O", "C", "C", "O", "C", "H", "H", "H", "H", "H", "H", "H", "H", "H", "H", "H", "H", "H", "H", "C", "O", "C", "C", "O", "C", "C", "O", "C", "H", "H", "H", "H", "H", "H", "H", "H", "H", "H", "H", "H", "H", "H", "C", "O", "C", "C", "O", "C", "C", "O", "C", "H", "H", "H", "H", "H", "H", "H", "H", "H", "H", "H", "H", "H", "H", "C", "O", "C", "C", "O", "C", "C", "O", "C", "H", "H", "H", "H", "H", "H", "H", "H", "H", "H", "H", "H", "H", "H"],
  "positions_angstrom": [[1.55, 4.38, -4.86], [7.78, 0.55, -4.61], [1.26, 1.57, 0.70], [1.83, 2.74, 0.43], [1.90, 1.10, 1.79], [0.03, 1.74, 1.10], [1.26, 0.33, -0.78], [2.41, 0.84, -1.52], [1.34, -1.04, -0.27], [-0.13, 0.90, -1.70], [-1.21, -0.17, -1.31], [-1.25, -1.31, -2.29], [-1.22, -0.51, 0.12], [-2.80, 0.87, -1.69], [-2.85, 1.12, -3.02], [-3.87, 0.25, -1.24], [-2.70, 2.12, -1.14], [-14.85, 1.12, -0.41], [-13.42, 1.03, -0.16], [-12.74, 2.29, 0.01], [-11.36, 2.21, -0.69], [-11.47, 2.02, -2.08], [-11.93, 3.18, -2.84], [-11.81, 2.98, -4.45], [-11.11, 4.07, -5.04], [-9.80, 4.45, -4.56], [-15.28, 0.18, -0.75], [-15.14, 1.87, -1.15], [-15.35, 1.43, 0.51], [-12.70, 2.42, 1.09], [-13.28, 3.07, -0.53], [-10.90, 1.33, -0.24], [-10.75, 3.07, -0.38], [-11.35, 4.02, -2.44], [-12.99, 3.30, -2.60], [-12.81, 2.89, -4.87], [-11.25, 2.06, -4.62], [-9.32, 3.67, -3.97], [-9.82, 5.34, -3.93], [-9.25, 4.74, -5.46], [3.24, -8.03, -7.97], [2.27, -7.24, -8.65], [2.59, -5.88, -8.63], [2.70, -5.10, -7.24], [3.88, -5.48, -6.52], [3.91, -5.05, -5.17], [5.23, -5.44, -4.43], [6.25, -4.55, -4.94], [7.57, -4.89, -4.65], [3.66, -7.58, -7.07], [4.14, -8.22, -8.56], [2.85, -9.00, -7.68], [1.81, -5.43, -9.24], [3.46, -5.61, -9.23], [1.85, -5.33, -6.60], [2.58, -4.04, -7.46], [3.04, -5.30, -4.57], [3.92, -3.96, -5.09], [5.53, -6.44, -4.73], [5.28, -5.39, -3.34], [7.88, -4.87, -3.61], [8.08, -4.11, -5.22], [7.78, -5.91, -4.98], [10.63, -0.77, -7.54], [10.98, -0.11, -6.29], [12.37, 0.14, -6.11], [12.62, 0.99, -4.90], [11.94, 0.42, -3.79], [11.94, 1.24, -2.53], [11.33, 0.59, -1.34], [10.00, 0.13, -1.54], [9.41, -0.58, -0.48], [9.66, -1.18, -7.28], [11.38, -1.50, -7.85], [10.38, 0.04, -8.22], [12.77, 0.66, -6.98], [12.96, -0.78, -6.02], [12.27, 1.98, -5.18], [13.69, 1.00, -4.71], [11.43, 2.16, -2.83], [13.00, 1.45, -2.45], [11.28, 1.33, -0.54], [11.99, -0.21, -1.00], [9.42, -0.08, 0.48], [9.76, -1.62, -0.46], [8.35, -0.80, -0.63], [-3.35, 1.67, 6.92], [-3.54, 1.03, 8.21], [-2.43, 0.22, 8.57], [-1.07, 1.01, 8.89], [-1.31, 2.19, 9.66], [-0.28, 3.13, 9.64], [-0.53, 4.30, 10.61], [0.51, 5.22, 10.72], [0.82, 5.94, 9.49], [-4.36, 2.04, 6.73], [-2.97, 0.96, 6.19], [-2.70, 2.54, 7.00], [-2.14, -0.59, 7.91], [-2.69, -0.26, 9.52], [-0.49, 1.15, 7.98], [-0.49, 0.31, 9.49], [-0.04, 3.40, 8.61], [0.59, 2.58, 9.99], [-0.61, 3.87, 11.61], [-1.51, 4.76, 10.47], [1.24, 5.43, 8.62], [1.62, 6.66, 9.64], [-0.02, 6.57, 9.20], [4.07, 11.09, 4.93], [5.38, 11.28, 5.32], [6.35, 10.64, 4.51], [7.72, 10.88, 5.05], [8.06, 12.24, 4.91], [9.28, 12.69, 5.56], [9.43, 14.21, 5.61], [8.51, 14.70, 6.52], [9.00, 15.03, 7.80], [3.86, 10.07, 4.58], [3.79, 11.77, 4.13], [3.51, 11.28, 5.85], [6.28, 11.04, 3.50], [6.15, 9.59, 4.31], [8.39, 10.21, 4.52], [7.79, 10.63, 6.11], [10.18, 12.24, 5.13], [9.23, 12.24, 6.55], [9.26, 14.69, 4.64], [10.46, 14.40, 5.91], [8.92, 14.13, 8.41], [8.39, 15.85, 8.19], [10.03, 15.36, 7.94], [-6.93, -6.35, -4.15], [-6.48, -7.45, -4.96], [-5.13, -7.31, -5.36], [-4.61, -8.55, -6.11], [-4.85, -9.78, -5.42], [-3.90, -10.86, -5.77], [-3.98, -11.84, -4.53], [-3.38, -11.35, -3.33], [-2.95, -12.34, -2.39], [-6.80, -5.35, -4.55], [-6.36, -6.48, -3.23], [-7.99, -6.33, -3.86], [-4.57, -7.11, -4.44], [-5.10, -6.49, -6.08], [-3.56, -8.39, -6.31], [-4.95, -8.64, -7.14], [-2.87, -10.52, -5.86], [-4.15, -11.33, -6.72], [-3.46, -12.77, -4.77], [-5.00, -12.12, -4.25], [-2.45, -13.14, -2.93], [-3.73, -12.78, -1.77], [-2.14, -11.91, -1.80], [7.43, -7.22, 7.17], [6.18, -6.70, 7.64], [6.28, -5.27, 7.78], [4.85, -4.86, 8.25], [3.72, -5.49, 7.70], [3.77, -5.45, 6.24], [2.74, -6.33, 5.49], [3.11, -7.72, 5.68], [2.64, -8.60, 4.73], [7.60, -6.82, 6.17], [7.57, -8.30, 7.13], [8.22, -6.82, 7.80], [6.66, -4.84, 6.85], [6.98, -4.84, 8.49], [4.75, -3.81, 8.00], [4.73, -4.86, 9.34], [4.76, -5.78, 5.93], [3.49, -4.47, 5.87], [2.77, -6.06, 4.43], [1.72, -6.36, 5.87], [1.57, -8.46, 4.59], [2.97, -9.61, 4.98], [3.09, -8.38, 3.76], [-3.01, 12.21, -1.80], [-2.82, 10.85, -2.27], [-1.84, 10.04, -1.56], [-1.64, 8.69, -2.21], [-1.16, 8.63, -3.60], [-2.11, 9.35, -4.39], [-1.88, 8.78, -5.84], [-2.06, 7.38, -5.79], [-2.21, 6.71, -7.03], [-3.49, 12.35, -0.83], [-3.48, 12.69, -2.65], [-2.01, 12.65, -1.73], [-2.14, 10.00, -0.51], [-0.89, 10.57, -1.53], [-2.63, 8.22, -2.20], [-0.93, 8.12, -1.61], [-1.98, 10.43, -4.31], [-3.15, 9.17, -4.13], [-0.87, 8.92, -6.23], [-2.66, 9.21, -6.46], [-1.29, 6.65, -7.60], [-3.12, 7.04, -7.53], [-2.54, 5.70, -6.81], [-11.28, -7.62, -1.33], [-10.17, -7.06, -0.66], [-10.48, -6.49, 0.64], [-9.36, -5.63, 1.23], [-8.07, -6.20, 1.26], [-7.01, -5.35, 1.80], [-5.73, -6.08, 1.51], [-5.57, -6.40, 0.12], [-4.33, -7.12, -0.20], [-10.98, -8.30, -2.13], [-11.88, -6.80, -1.71], [-11.81, -8.11, -0.51], [-10.67, -7.33, 1.31], [-11.45, -6.01, 0.55], [-9.57, -5.36, 2.27], [-9.38, -4.59, 0.89], [-7.05, -5.11, 2.87], [-6.90, -4.37, 1.34], [-5.69, -6.91, 2.22], [-4.96, -5.41, 1.90], [-4.43, -8.08, 0.30], [-3.41, -6.61, 0.08], [-4.18, -7.38, -1.25]]
}